Record 1
Entry from the OMol25 dataset: a structure of composition C26H22KN2O2 in a non-equilibrium geometry (ωB97M-V/def2-TZVPD).

XYZ file:
```
53
Properties=species:S:1:pos:R:3:forces:R:3
K -0.396 1.323 1.409 -1.50 -0.20 0.35
C -4.770 3.418 1.983 0.03 -0.03 -0.01
C -5.624 2.337 1.814 -0.07 -0.09 -0.02
C -5.114 1.055 1.834 -0.15 0.02 0.05
C -3.745 0.829 2.040 0.51 -0.41 0.07
N -2.926 1.885 2.209 -0.44 0.31 -0.15
C -3.434 3.125 2.167 0.21 -0.39 0.08
C -3.135 -0.572 2.060 -0.32 0.50 0.04
C -3.977 -1.658 1.770 -0.05 -0.12 -0.01
C -3.489 -2.957 1.748 0.08 0.23 0.05
C -2.136 -3.165 2.010 -0.04 0.21 0.02
C -1.321 -2.071 2.294 -0.10 -0.06 0.02
C -1.763 -0.729 2.356 -0.14 -0.53 0.08
H -5.117 4.443 1.968 -0.01 -0.05 0.00
H -6.686 2.492 1.662 -0.01 0.00 0.00
H -5.783 0.220 1.699 -0.03 0.03 0.00
H -2.717 3.933 2.288 0.02 -0.04 0.02
H -5.032 -1.516 1.554 0.04 -0.05 -0.02
H -4.151 -3.786 1.525 0.00 -0.01 0.00
H -1.725 -4.171 1.991 0.00 0.01 -0.02
H -0.265 -2.288 2.474 -0.08 0.04 0.02
C -0.545 0.474 -3.434 -0.01 0.05 -0.03
C 0.949 0.689 -3.378 -0.08 -0.11 0.08
C 1.541 1.647 -4.191 0.11 -0.06 0.06
C 2.918 1.847 -4.146 -0.11 0.01 0.02
C 3.687 1.131 -3.253 -0.01 0.07 -0.08
C 3.101 0.178 -2.424 0.24 -0.17 0.31
N 3.921 -0.552 -1.544 -0.19 -0.07 -0.01
C 3.639 -0.782 -0.170 0.01 0.14 -0.17
C 4.064 -2.003 0.352 -0.06 -0.08 0.08
C 3.780 -2.367 1.660 -0.04 0.03 -0.03
C 2.993 -1.533 2.445 -0.05 0.00 -0.24
C 2.560 -0.325 1.916 0.16 0.08 -0.03
C 2.934 0.118 0.641 -0.08 -0.23 0.23
C 2.644 1.583 0.265 -0.33 0.07 0.21
O 3.478 2.139 -0.451 -0.08 0.13 0.13
O 1.586 2.061 0.794 2.40 0.40 -0.95
C 1.733 -0.088 -2.511 -0.21 -0.10 -0.01
C 1.098 -1.211 -1.723 -0.01 0.00 -0.01
H -1.015 1.211 -4.087 0.03 -0.02 0.01
H -1.004 0.561 -2.446 0.05 0.01 0.00
H -0.807 -0.520 -3.806 0.06 0.03 -0.02
H 0.919 2.239 -4.853 0.03 0.00 -0.01
H 3.383 2.599 -4.773 -0.03 -0.01 0.00
H 4.743 1.347 -3.134 -0.05 -0.01 -0.02
H 4.901 -0.519 -1.764 0.06 0.13 0.01
H 4.575 -2.694 -0.312 0.03 0.05 0.04
H 4.124 -3.323 2.041 -0.01 0.04 -0.01
H 2.697 -1.827 3.444 0.01 0.00 0.01
H 1.937 0.321 2.525 0.16 0.06 -0.02
H 1.822 -1.976 -1.445 0.04 0.09 -0.06
H 0.313 -1.699 -2.300 -0.02 0.03 -0.06
H 0.636 -0.874 -0.792 0.01 0.07 0.04
```
Positions in Å, forces in eV/Å.

* LUMO energy: 2.36 eV
* relative energy (zero: lowest compared OMol25 entry of this formula, charge and spin): 0.979 eV
* total charge: -1
* highest occupied orbital energy: -3.82 eV
* gap between HOMO and LUMO: 6.19 eV


Record 2
Entry from the OMol25 dataset: a structure of composition C26H22N2O4PS3SbV in a non-equilibrium geometry (ωB97M-V/def2-TZVPD).

XYZ file:
```
60
Properties=species:S:1:pos:R:3:forces:R:3
V -0.040 0.016 0.010 -1.37 -0.98 1.14
S -2.948 -1.550 2.756 -0.23 0.10 0.08
Sb -0.762 -2.208 2.237 0.43 0.17 -0.32
S 0.150 0.068 2.190 0.10 -0.04 0.87
S -0.813 -1.930 -0.275 0.03 0.18 -0.03
O 0.476 1.731 -3.425 -0.42 0.41 -0.37
C 0.930 0.897 -2.729 0.22 -0.43 0.73
O 0.205 0.453 -1.605 0.70 0.78 -1.93
C 2.244 0.237 -2.853 -0.01 -0.06 0.18
C 2.831 0.240 -4.111 -0.06 0.03 -0.07
C 4.087 -0.316 -4.289 0.12 -0.04 -0.05
C 4.766 -0.853 -3.205 0.02 0.01 -0.06
C 4.188 -0.851 -1.941 -0.09 -0.05 0.01
C 2.916 -0.316 -1.750 0.02 -0.13 0.04
P 2.327 -0.217 -0.031 0.52 -0.11 -0.20
C 3.043 -1.613 0.851 0.01 0.10 0.08
C 4.146 -1.433 1.686 -0.03 -0.02 0.00
C 4.724 -2.530 2.310 0.01 0.03 0.01
C 4.212 -3.802 2.101 0.02 -0.02 0.01
C 3.130 -3.987 1.247 0.02 -0.06 0.02
C 2.547 -2.899 0.622 0.01 0.00 -0.02
C 2.938 1.360 0.594 -0.14 0.07 -0.01
C 2.912 1.669 1.962 0.08 0.01 -0.08
C 3.370 2.898 2.399 0.00 0.03 0.01
C 3.839 3.835 1.482 0.00 0.03 0.02
C 3.852 3.542 0.127 0.00 0.04 -0.01
C 3.402 2.309 -0.322 0.00 0.02 0.03
H 2.289 0.679 -4.941 0.05 -0.03 0.05
H 4.540 -0.325 -5.275 -0.04 0.01 0.10
H 5.755 -1.274 -3.338 -0.04 0.00 0.01
H 4.732 -1.270 -1.105 0.00 0.01 -0.04
H 4.570 -0.451 1.837 0.00 0.09 0.04
H 5.582 -2.388 2.955 -0.04 0.00 -0.02
H 4.665 -4.654 2.592 -0.02 0.03 -0.02
H 2.752 -4.984 1.058 0.01 0.03 0.01
H 1.732 -3.058 -0.070 -0.06 0.00 -0.04
H 2.550 0.952 2.684 0.07 -0.03 0.03
H 3.361 3.130 3.458 0.01 -0.02 -0.07
H 4.197 4.796 1.829 -0.02 -0.04 -0.01
H 4.219 4.270 -0.586 -0.02 -0.04 0.03
H 3.434 2.087 -1.380 0.04 0.02 0.00
O 0.602 5.385 -4.371 -0.12 0.22 0.16
C -0.301 6.007 -3.476 0.11 -0.64 -0.07
N -0.771 4.902 -2.648 0.17 0.39 0.03
C -1.358 5.129 -1.462 -0.05 0.09 0.24
O -1.580 6.227 -0.991 -0.04 -0.11 -0.16
C -1.766 3.900 -0.686 -0.05 0.11 -0.08
C -2.999 3.869 -0.052 -0.20 0.08 0.12
C -3.358 2.748 0.678 -0.10 0.12 0.02
C -2.473 1.696 0.765 0.31 0.06 -0.17
N -1.272 1.722 0.163 0.00 0.22 -0.28
C -0.931 2.821 -0.549 0.05 -0.41 0.26
H 0.791 5.989 -5.095 0.00 0.01 -0.05
H -1.139 6.473 -3.988 -0.14 0.04 -0.18
H 0.170 6.748 -2.842 0.17 0.15 0.19
H -0.613 3.977 -3.010 -0.10 -0.12 -0.11
H -3.658 4.726 -0.131 0.03 -0.03 0.01
H -4.311 2.686 1.186 0.02 0.00 -0.04
H -2.715 0.813 1.329 -0.03 -0.20 0.09
H 0.052 2.841 -0.994 0.07 -0.10 -0.07
```
Positions in Å, forces in eV/Å.

* LUMO energy (spin up / spin down): -7.86 / -8.87 eV
* relative energy (zero: lowest compared OMol25 entry of this formula, charge and spin): 0.000 eV
* multiplicity: 2
* total charge: +2
* highest occupied orbital energy (spin up / spin down): -14.27 / -14.27 eV
* <S²>: 0.755
* gap between HOMO and LUMO (spin up / spin down): 6.40 / 5.39 eV


Record 3
Entry from the OMol25 dataset: the ion C26H22NO6S2 with charge -1 in a non-equilibrium geometry (ωB97M-V/def2-TZVPD).

XYZ file:
```
57
Properties=species:S:1:pos:R:3:forces:R:3
C -0.284 -5.725 -0.952 0.84 -0.12 1.05
O 0.630 -5.692 0.231 -1.28 -0.53 -2.54
C 1.327 -4.532 0.472 -1.64 0.04 -0.23
C 1.867 -4.518 1.736 0.50 -1.92 0.10
C 2.240 -3.341 2.276 0.02 -0.27 2.75
C 2.049 -2.157 1.629 -1.42 0.38 -1.42
C 2.320 -0.833 2.281 -1.30 -0.61 2.19
C 1.641 0.227 1.518 -1.08 3.70 -2.49
S 2.205 1.917 1.450 -6.80 -2.01 -1.23
C 2.628 2.244 -0.281 0.61 0.22 0.62
C 3.979 2.306 -0.626 -0.29 -0.06 -0.34
C 4.323 2.522 -1.965 -0.14 -0.02 0.39
C 3.329 2.709 -2.925 0.20 0.01 0.15
C 1.988 2.666 -2.558 0.02 -0.07 0.48
C 1.628 2.427 -1.232 -0.08 0.08 -0.13
O 1.013 2.791 1.713 2.65 -0.95 -0.76
O 3.335 1.961 2.279 3.02 0.80 1.39
S -0.171 -0.027 1.203 1.91 3.01 -0.98
C -1.179 1.181 2.178 0.50 -0.51 0.06
C -2.266 1.842 1.612 0.57 0.04 0.03
C -2.953 2.782 2.395 0.21 -0.40 -0.29
C -2.591 3.007 3.721 -0.04 -0.19 -0.35
C -1.552 2.272 4.283 0.33 -0.43 -0.18
C -0.845 1.332 3.525 -0.38 0.45 -0.12
O -0.465 0.300 -0.218 0.12 -0.69 1.91
O -0.544 -1.270 1.789 -0.48 -1.47 0.09
C 1.772 -2.208 0.246 -0.33 1.02 -0.24
C 1.268 -3.366 -0.299 0.08 -1.65 -0.63
H -0.582 -6.783 -1.059 0.34 0.52 0.06
H -1.206 -5.139 -0.779 0.60 -0.01 0.13
H 0.211 -5.368 -1.878 -0.15 -0.27 0.58
H 1.950 -5.464 2.325 -0.25 0.90 -0.67
H 2.523 -3.381 3.355 -0.28 0.26 -1.19
H 2.212 -0.406 3.300 -2.34 -2.02 0.52
H 4.736 2.189 0.150 -0.17 0.03 -0.20
H 5.375 2.553 -2.225 -0.08 0.05 -0.14
H 3.606 2.910 -3.954 -0.02 -0.06 0.03
H 1.203 2.827 -3.286 0.08 -0.03 -0.06
H 0.579 2.381 -0.943 0.31 -0.03 0.01
H -2.499 1.642 0.558 0.04 0.27 0.53
H -3.751 3.346 1.930 -0.12 0.03 0.12
H -3.134 3.741 4.308 0.12 -0.05 -0.03
H -1.251 2.441 5.309 -0.10 0.00 0.04
H -0.024 0.759 3.966 -0.23 0.25 -0.23
H 1.792 -1.342 -0.459 -0.15 -0.49 1.28
H 0.797 -3.383 -1.305 0.60 0.15 0.82
N 3.667 -1.155 2.621 3.07 2.05 0.48
C 3.918 -1.659 3.993 -0.94 0.73 -0.62
O 2.973 -1.802 4.768 0.65 -0.06 -0.49
C 5.293 -1.901 4.284 -0.29 0.03 0.39
C 6.215 -1.302 3.473 -0.35 0.55 -0.82
C 5.884 -0.606 2.277 -0.12 0.68 -1.51
C 4.576 -0.591 1.835 1.36 -0.60 -0.40
H 5.459 -2.405 5.273 0.20 0.67 -1.26
H 7.240 -1.302 3.722 1.05 -0.19 0.43
H 6.551 -0.030 1.596 0.12 -0.87 1.07
H 4.199 -0.243 0.806 0.74 -0.32 1.86
```
Positions in Å, forces in eV/Å.

* LUMO energy: 2.83 eV
* relative energy (zero: lowest compared OMol25 entry of this formula, charge and spin): 3.262 eV
* total charge: -1
* SMILES string: COc1ccc([C@H](C(S(=O)(=O)c2ccccc2)=[S@@](=O)([O-])c2ccccc2)n2ccccc2=O)cc1
* highest occupied orbital energy: -4.02 eV
* gap between HOMO and LUMO: 6.85 eV